ORCA calculation (the ωB97M-V functional and the def2-TZVPD basis) on a structure of composition C43H40N13OPSm.

Calculated values
Orbital gap (spin up / spin down) = 6.393 / 6.415 eV
Charge = +1
HOMO level (spin up / spin down) = -10.2 / -10.2 eV
Multiplicity = 6
Energy = -93845.3654 eV

Geometry as XYZ:
```
99
C43H40N13OPSm | the Open Molecules 2025 dataset | the ωB97M-V functional and the def2-TZVPD basis
H -6.4374 -0.7290 0.9206
C 2.1617 0.1156 1.1695
H 1.1464 -4.6275 -1.6133
N -2.1715 1.3962 0.3737
C 2.7262 3.7474 0.3060
C 3.4746 4.8721 -1.7292
N -2.3525 2.6272 0.0153
H 4.3925 -1.0803 -2.2157
C 3.3612 0.4166 3.6902
C 0.3748 2.9143 3.6122
H 3.3004 5.1368 -2.7736
H -1.7025 0.7594 4.5286
H -0.3968 -2.0428 3.8961
N -1.7777 -1.7255 -4.9959
H 0.1327 -0.3694 3.8063
H 3.5520 -1.0500 -4.3905
H 0.1995 -1.2994 2.3012
C 2.5192 -1.9331 -2.6565
N -1.9429 -3.8414 -1.2335
H 0.5809 -1.0176 -3.0533
C 2.2438 1.4096 1.7469
H 0.2825 -4.2234 0.0010
H 3.6541 -1.9001 -0.7808
C 1.6817 -0.0280 -0.2058
C -1.7763 -0.6671 2.8399
C 3.2747 -0.8369 3.1425
C 0.0281 3.4689 4.8269
C -2.1959 -0.1799 -3.6450
O 2.5547 0.7459 -0.9874
N -2.6334 1.0131 -3.0962
C -2.2900 0.3551 3.6824
H 0.1965 1.8585 3.4909
H -0.5291 -6.4158 -2.9168
C -4.4857 -1.4110 0.5652
H 2.5551 -2.0083 1.3908
H -5.3009 0.7357 2.0745
N -2.0087 -1.2759 -2.8834
C 3.8045 -1.9396 -1.8828
H 2.0403 -1.6153 -4.8475
H 3.1655 2.4771 3.4175
C 0.4272 4.7729 5.1768
C 1.0710 5.5550 4.2129
H 0.1393 5.1408 6.1969
H -7.2519 -1.6274 -1.3263
C 2.6988 -0.9976 1.8803
H 2.0699 -2.9708 -2.5148
C 2.8613 -1.7821 -4.1482
H 2.0390 3.3045 -1.7298
C 1.4510 -0.8789 -2.3003
C -2.4253 1.4567 -1.7794
C -3.2467 -4.0236 -1.6297
C -0.3902 -1.1170 3.1879
C -6.2992 -1.9207 -0.9082
C 3.8239 4.2692 0.9972
N -2.6297 2.7071 -1.3191
C 4.5083 5.4722 -0.9587
N -2.0424 -0.3696 -4.9338
C 1.2220 5.0529 2.8983
H 1.5537 6.5057 4.5020
C -1.3192 -5.7179 -2.6212
H 4.0262 4.0031 2.0119
H -0.5846 2.8697 5.5317
N -2.1574 0.6185 -0.7361
C 2.9087 1.5123 2.9963
N -1.8680 -2.2746 -3.8240
H 5.6210 5.4534 0.8431
H 0.4660 -5.9223 -0.5962
C -5.4312 -2.9269 -1.5006
C -4.3955 0.2450 2.4424
H 5.1627 6.2294 -1.4417
Sm -1.4460 -1.5421 -0.6645
C 2.7349 3.8885 -1.1178
C -3.5931 0.8524 3.4528
C -2.5485 -5.6292 -3.2059
H -2.6382 1.7488 -3.8100
H 4.4092 -2.8372 -2.0776
H 3.6712 -1.6837 3.6417
N -3.6236 -2.2521 -0.0755
H 2.8380 0.6789 -3.1171
H -5.6650 -3.6146 -2.2531
C -3.5537 -4.7980 -2.7110
C 0.3128 -4.8597 -0.8894
H -2.6599 -6.2075 -4.1419
C -1.0284 -4.7818 -1.6103
C -5.8378 -1.3166 0.2797
C -3.8096 -0.7944 1.6806
N 0.9710 -0.9274 -0.8262
H 3.8157 0.5855 4.6623
H -3.9414 1.7496 3.9999
C -4.1426 -3.1297 -0.9781
H 1.2329 1.2926 -2.4651
H -4.5044 -4.7514 -3.2388
C 2.0007 0.5141 -2.3688
C 0.9461 3.6929 2.5818
C 4.7621 5.0733 0.3268
N -2.4856 -1.1744 1.8138
H 1.6826 5.6590 2.0517
P 1.3375 2.8039 1.0680
H 3.3520 -2.7107 -4.5089
```

ORCA calculation (the ωB97M-V functional and the def2-TZVPD basis) on a cluster of 2 separate species, C3H4O7S in total.

Calculated values
Orbital gap = 7.638 eV
Charge = -2
ΔE to the lowest compared entry with this formula, charge and spin = 0.00 kJ/mol
HOMO level = -1.4 eV
Energy = -28344.0495 eV

Geometry as XYZ:
```
15
C3H4O7S | the Open Molecules 2025 dataset | the ωB97M-V functional and the def2-TZVPD basis
O -2.1066 -0.1361 -1.4267
O 2.4207 1.8752 1.2966
H 0.0218 -1.4056 -0.3176
C 2.3823 1.1913 0.2517
O 0.4663 0.8938 -1.2254
H 0.8293 -1.1800 1.2349
C 1.0461 0.5407 -0.2010
O -1.2269 0.4357 0.9449
C 0.9566 -0.9709 0.1654
S -2.4194 -0.0520 0.2556
H -1.1854 0.0937 -1.2174
H 1.8138 -1.3296 -0.3560
O 3.3130 0.5991 -0.3559
O -2.7469 -1.4577 0.6376
O -3.5647 0.9023 0.3135
```

ORCA calculation (the ωB97M-V functional and the def2-TZVPD basis) on a cluster of 3 separate species, C28H53ClN4O3PS in total.

Calculated values
Orbital gap (spin up / spin down) = 6.381 / 7.168 eV
Charge = +1
HOMO level (spin up / spin down) = -10.5 / -11.3 eV
Multiplicity = 3
Energy = -74635.3963 eV

Geometry as XYZ:
```
91
C28H53ClN4O3PS | the Open Molecules 2025 dataset | the ωB97M-V functional and the def2-TZVPD basis
H -3.0364 -6.1847 -0.7047
C -0.5129 0.1711 -0.4449
C 3.2530 6.6576 2.3964
H 0.9449 3.3358 1.5588
H 3.7839 4.2597 4.8313
C -1.8187 -5.1951 -2.8643
C 6.0207 4.2471 0.1932
H 0.1385 3.3819 -0.5753
Cl -0.3400 -5.1913 0.8754
H 6.5526 3.4222 0.6702
H -4.8636 1.8422 3.9091
C 0.3967 -2.4114 -0.5999
H 3.4028 7.9838 0.7101
N 0.2971 2.4281 -0.2790
H 1.7313 -1.6613 -2.1745
C 6.9742 5.9109 1.6821
C 4.1076 5.7050 3.2362
H -1.2550 -4.2579 -2.8594
H 5.7215 5.9134 4.6963
H -3.7717 -7.7171 -5.6371
H 2.7392 5.6767 4.9125
C -2.5126 1.2333 3.0963
H -5.8418 -6.9037 -5.9134
H -3.0086 -2.8005 -2.3564
H -2.0089 1.8368 3.8617
C 5.6183 5.3169 1.2142
H 7.0253 6.1166 2.7469
O -0.7941 -2.9960 2.8529
H 5.4309 6.8901 -0.2626
O 4.0687 3.8301 1.9569
C 0.9548 -1.4428 -1.4440
H 2.4402 6.1044 1.9117
H -2.9346 -6.1772 -5.7684
H -0.6171 0.1398 2.7396
C -5.1156 -7.1620 -3.2747
H -0.2244 -2.2136 2.8092
C 3.2085 4.9670 4.2312
C -3.2745 -3.6366 -1.7038
C -0.9394 1.6531 -0.4178
H -2.8333 -1.3354 1.4063
H -1.3217 -5.8795 -2.1740
C 0.8672 2.3547 1.0755
H -1.3510 1.8824 -1.4111
H 2.4012 4.4231 3.7398
H 7.2133 6.8368 1.1568
C -1.7024 -0.0025 2.6786
C 4.0684 7.3760 1.3274
H -2.5299 -3.6930 -0.9068
H -4.6092 -8.0151 -1.3659
H -6.0688 -6.7967 -2.8788
H 2.7732 7.3942 3.0448
C -5.6277 -5.9646 -5.4034
S -4.1306 0.7121 3.8012
O -5.2086 -4.1909 -3.4287
H -5.2804 -5.2503 -6.1522
H 0.7871 -3.4239 -0.6698
H -2.6356 -7.2641 -4.4052
H 0.9181 0.6268 -1.9794
H -5.3321 -8.1227 -3.7462
N -1.0635 -0.7833 0.3299
H -3.2419 -7.8901 -2.4455
C -4.1460 -7.3706 -2.1160
H -2.7346 1.9020 2.2535
H -1.6428 1.8865 0.3909
H 7.7936 5.2131 1.5028
N 4.8895 4.7471 2.3899
C 5.0379 6.5495 4.1311
C 0.4949 -0.1432 -1.3391
H -4.6808 -5.6621 -0.9630
H -4.2295 -3.4047 -1.2314
C -3.4057 -6.8653 -5.0636
H -6.5729 -5.6049 -4.9988
H 0.1689 1.7688 1.6986
H -2.8167 0.3055 0.8146
H 4.4524 7.1194 4.8535
H -1.6807 -5.5854 -3.8678
H 5.6248 7.2841 3.5841
N -4.1388 -4.8853 -3.7062
C -4.5713 -6.1825 -4.3178
C 4.7913 6.3631 0.4477
H 6.6815 4.6849 -0.5560
C -3.3035 -4.9595 -2.4734
C -2.1804 -0.4656 1.2564
H -1.9543 -0.8151 3.3792
H 4.7833 8.0702 1.7765
H 4.0352 5.8498 -0.1575
H 5.1630 3.8350 -0.3392
C -0.6013 -2.0615 0.2644
H 1.8237 1.8168 1.1164
C -3.7894 -6.0310 -1.4821
P -1.3238 -3.4256 1.3468
```

ORCA calculation (the ωB97M-V functional and the def2-TZVPD basis) on an isolated molecule of C4H2Cl3N.

Calculated values
Orbital gap = 11.414 eV
SMILES = N#C[C@@H]1[C@@H](Cl)C1(Cl)Cl
ΔE to the lowest compared entry with this formula, charge and spin = 70.16 kJ/mol
HOMO level = -10.9 eV
Energy = -43236.2937 eV

Geometry as XYZ:
```
10
C4H2Cl3N | the Open Molecules 2025 dataset | the ωB97M-V functional and the def2-TZVPD basis
Cl 0.1097 2.2814 1.1990
C 0.0555 -0.4209 0.5358
H -1.3692 1.1303 -0.1810
C -0.8017 -1.5732 0.4044
C 0.5994 0.2681 -0.6967
Cl 2.2541 0.7523 -0.6850
Cl 0.0629 -0.2349 -2.2995
H 0.8595 -0.5842 1.2895
N -1.3879 -2.5896 0.2759
C -0.3824 0.9707 0.1576
```

> Among the records above, which one has the lowest energy?

C43H40N13OPSm

> energy of number 2 (C3H4O7S)?

-28344.0495 eV

> Among the records above, which one has the highest energy?

C3H4O7S